C19H21N3O3 | ωB97M-V/def2-TZVPD

Last column: Mulliken charge in e.
Cartesian coordinates (Å):
C: -2.6652 1.2623 4.7871  -1.282
C: -2.3647 -0.0276 4.0234  0.343
C: -1.1158 -0.7480 4.5346  -1.255
O: -2.3785 0.1403 2.6093  -0.446
C: -1.5319 0.9405 1.9166  0.969
C: -0.4593 1.6774 2.4100  0.132
C: 0.3186 2.4315 1.5496  -1.174
C: 0.0714 2.4512 0.1843  -0.257
C: 0.9303 3.2827 -0.6987  -0.021
O: 1.2486 4.4231 -0.4236  -0.669
N: 1.3306 2.7272 -1.8827  -0.044
C: 1.2689 1.3989 -2.3183  0.006
C: 1.1387 1.1551 -3.6872  -0.814
C: 1.0686 -0.1319 -4.1972  -0.731
C: 1.1192 -1.1805 -3.3002  0.367
C: 1.2677 -0.9384 -1.9215  0.106
C: 1.3703 0.3399 -1.4154  -0.223
N: 1.2913 -2.1613 -1.2953  0.012
C: 1.3805 -2.3979 0.1179  -1.105
C: 1.1579 -3.1651 -2.2353  0.542
O: 1.1330 -4.3566 -2.0210  -0.690
N: 1.0599 -2.5467 -3.4650  0.045
C: 0.9111 -3.2616 -4.7012  -1.094
C: -1.0194 1.7370 -0.3101  0.134
C: -1.8048 0.9983 0.5429  -0.809
H: -3.5163 1.7654 4.3340  0.343
H: -2.9124 1.0178 5.8168  0.454
H: -1.8229 1.9472 4.7889  0.262
H: -3.2186 -0.7050 4.1624  0.309
H: -1.2907 -1.0830 5.5535  0.450
H: -0.2384 -0.1086 4.5301  0.253
H: -0.9135 -1.6171 3.9127  0.316
H: -0.2127 1.6838 3.4578  0.405
H: 1.1446 3.0080 1.9388  0.401
H: 1.7606 3.3866 -2.5201  0.262
H: 1.0871 1.9955 -4.3631  0.435
H: 0.9698 -0.3008 -5.2574  0.436
H: 1.5197 0.5145 -0.3638  0.663
H: 1.3143 -3.4745 0.2707  0.366
H: 0.5601 -1.8997 0.6395  0.354
H: 2.3312 -2.0319 0.5112  0.320
H: 0.8962 -4.3238 -4.4601  0.366
H: -0.0230 -2.9865 -5.1954  0.338
H: 1.7479 -3.0514 -5.3707  0.340
H: -1.2571 1.7705 -1.3629  0.429
H: -2.6530 0.4430 0.1743  0.457

Forces on the atoms, in the same order (eV/Å):
0.0067 -0.2165 -0.3369
-0.0107 -0.0901 0.6048
-0.2511 0.1219 -0.2970
0.0490 0.0815 -0.2914
0.0047 0.0193 -0.2974
-0.1108 -0.1703 0.3431
0.0528 0.0629 -0.4203
-0.2119 0.1284 0.3420
-0.0096 0.0973 -0.0712
0.0428 0.0830 0.1686
0.1799 0.4400 -0.3490
0.0257 -0.4979 -0.3315
-0.0162 0.2632 0.3070
0.0474 -0.4057 0.1596
0.0297 0.5207 0.2064
-0.0391 0.3793 -0.4602
0.1132 -0.2721 -0.1532
-0.0059 0.0207 -0.1021
0.0195 -0.0754 0.1596
0.0116 -0.2366 -0.0021
-0.0167 -0.3859 0.0850
0.0009 -0.0304 0.0891
-0.0103 -0.1066 -0.0895
0.0510 0.1147 0.1762
-0.0707 -0.0585 0.1396
-0.0810 0.0593 0.0127
-0.0145 -0.0144 0.1068
0.0607 0.0733 0.0451
0.2013 0.1560 0.0152
-0.0026 -0.0320 0.1074
0.0920 0.0369 0.0364
0.0340 -0.0956 -0.0116
-0.0247 -0.0344 0.0699
0.0577 0.0704 0.0405
-0.0513 -0.0305 0.2191
-0.0455 0.1083 -0.0571
-0.0112 -0.0232 -0.1309
0.0206 -0.0210 0.1100
0.0081 0.0821 0.0298
0.0173 -0.0151 0.0193
-0.0257 -0.0243 0.0206
-0.0034 0.0676 -0.0577
0.0216 -0.0272 -0.0086
-0.0266 -0.0255 -0.0049
-0.0040 -0.0430 -0.1016
-0.1048 -0.0548 -0.0395

Computed properties:
- structure (SMILES) = CC(C)Oc1ccc(C(=O)Nc2ccc3c(c2)n(C)c(=O)n3C)cc1
- total energy (Ha) = -1126.66956